[1]
DFT (the ωB97M-V functional and the def2-TZVPD basis) results for C25H45HoN2P3SSe as an isolated structure in a non-equilibrium geometry.

Calculated values
- Energy relative to the best compared isomer or geometry (same formula, charge and spin): 0.408 eV

ORCA input file:
```
! RIJCOSX wB97M-V def2-TZVPD def2/J DEFGRID3
* xyz 3 5
Ho 0.73 -0.58 -0.04
P 1.14 -0.93 2.58
P 0.52 2.34 0.54
P 0.34 -3.42 -0.68
H 1.56 3.37 -3.84
C 1.25 2.34 -4.06
C 0.29 1.67 -3.42
H -0.41 2.04 -2.67
C 2.86 -0.95 3.17
C 0.27 0.31 3.62
C 0.31 -2.48 3.09
C 0.32 3.69 -0.70
C -0.70 3.04 1.73
C 2.09 2.90 1.33
C -0.10 -3.91 -2.38
C -1.20 -3.90 0.20
C 1.58 -4.73 -0.37
H 1.82 1.82 -4.84
H 0.15 0.59 -3.66
H 2.89 -1.16 4.25
H 3.33 0.02 2.94
H 3.41 -1.72 2.61
H 0.20 0.03 4.68
H -0.76 0.44 3.24
H 0.73 1.30 3.55
H 0.37 -2.62 4.18
H 0.76 -3.34 2.58
H -0.74 -2.45 2.79
H 0.85 4.60 -0.39
H -0.75 3.93 -0.77
H 0.65 3.39 -1.69
H -0.26 3.86 2.30
H -1.06 2.27 2.41
H -1.57 3.40 1.15
H 2.04 3.98 1.50
H 2.96 2.67 0.69
H 2.27 2.39 2.29
H 0.23 -4.94 -2.55
H 0.41 -3.24 -3.09
H -1.19 -3.85 -2.51
H -1.47 -4.93 -0.07
H -2.01 -3.21 -0.10
H -1.08 -3.80 1.28
H 1.31 -5.61 -0.97
H 1.60 -4.99 0.70
H 2.57 -4.37 -0.69
C 3.51 -1.55 -2.84
C 4.59 -2.30 -2.35
C 5.54 -2.73 -3.28
C 5.39 -2.41 -4.64
C 4.31 -1.66 -5.08
C 3.34 -1.23 -4.19
S 2.44 -0.85 -1.73
H 2.90 -1.02 -0.35
H 4.67 -2.50 -1.28
H 6.41 -3.31 -2.96
H 6.16 -2.75 -5.34
H 4.21 -1.42 -6.13
H 2.49 -0.63 -4.49
C -4.23 1.50 -1.21
N -4.05 1.31 0.21
C -3.06 0.55 0.77
Se -2.04 -0.70 -0.19
N -3.16 0.78 2.13
C -4.17 1.71 2.41
C -4.47 2.39 3.57
C -5.36 3.47 3.47
C -5.92 3.83 2.21
C -5.67 3.06 1.05
C -4.76 2.00 1.19
H -4.01 0.55 -1.72
H -3.58 2.29 -1.64
H -5.26 1.81 -1.38
H -2.52 0.38 2.80
H -4.02 2.06 4.51
H -5.60 4.08 4.34
H -6.52 4.75 2.13
H -6.10 3.29 0.07
*
```

[2]
DFT (the ωB97M-V functional and the def2-TZVPD basis) results for C25H45N2P3Se2Yb as an isolated structure in a non-equilibrium geometry.

Calculated values
- Energy relative to the best compared isomer or geometry (same formula, charge and spin): 0.000 eV

ORCA input file:
```
! RIJCOSX wB97M-V def2-TZVPD def2/J DEFGRID3
* xyz 3 2
Yb -0.33 0.19 0.36
P 0.89 -1.09 -2.69
P 1.24 2.54 -0.18
P -1.73 1.68 -1.93
H -7.71 -4.10 2.71
C -8.08 -4.11 1.68
C -7.78 -5.11 0.83
H -7.21 -5.99 1.14
C 2.00 -2.31 -2.02
C 1.87 0.23 -3.37
C -0.16 -1.77 -3.96
C 0.63 3.79 1.02
C 2.97 2.34 0.38
C 1.48 3.65 -1.63
C -3.27 0.72 -2.26
C -1.25 2.10 -3.65
C -2.49 3.29 -1.44
H -8.71 -3.27 1.37
H -8.15 -5.09 -0.20
H 1.54 -2.88 -1.20
H 2.91 -1.84 -1.64
H 2.22 -2.96 -2.88
H 2.59 0.64 -2.67
H 1.30 1.06 -3.79
H 2.41 -0.25 -4.19
H -0.68 -2.66 -3.57
H 0.53 -2.03 -4.77
H -0.92 -1.04 -4.30
H 1.36 4.62 1.10
H 0.49 3.32 2.00
H -0.35 4.17 0.71
H 3.49 3.32 0.40
H 3.51 1.65 -0.29
H 2.98 1.89 1.38
H 2.21 4.43 -1.38
H 0.53 4.11 -1.94
H 1.85 3.08 -2.49
H -3.88 1.29 -2.98
H -3.83 0.57 -1.33
H -3.01 -0.26 -2.69
H -2.10 2.63 -4.11
H -1.02 1.20 -4.23
H -0.38 2.77 -3.65
H -3.15 3.61 -2.26
H -1.71 4.04 -1.28
H -3.05 3.15 -0.51
C -3.90 0.24 1.73
C -3.78 -1.09 1.27
C -4.92 -1.92 1.22
C -6.16 -1.43 1.67
C -6.26 -0.15 2.19
C -5.15 0.69 2.22
Se -2.48 1.46 1.68
H 0.00 -0.63 -1.63
H -2.82 -1.49 0.95
H -4.84 -2.93 0.83
H -7.03 -2.09 1.62
H -7.22 0.20 2.58
H -5.25 1.69 2.61
C 3.45 -1.42 4.32
N 3.97 -1.12 3.00
C 3.22 -1.16 1.85
Se 1.41 -1.52 1.79
N 4.14 -0.94 0.84
C 5.42 -0.75 1.36
C 6.64 -0.53 0.73
C 7.78 -0.47 1.56
C 7.68 -0.62 2.95
C 6.44 -0.81 3.57
C 5.32 -0.86 2.74
H 4.31 -1.54 4.99
H 2.87 -2.34 4.27
H 2.83 -0.59 4.67
H 3.90 -0.93 -0.14
H 6.68 -0.42 -0.35
H 8.77 -0.31 1.13
H 8.60 -0.59 3.54
H 6.37 -0.93 4.65
*
```